(1)
Entry from the OMol25 dataset: C24H42BeBr8F12N2O21S4 as an isolated structure at a distorted geometry (ωB97M-V/def2-TZVPD).

Gap between HOMO and LUMO (alpha / beta) = 6.42 / 8.65 eV
Highest occupied orbital energy (alpha / beta) = -5.22 / -8.03 eV
Expectation value of S² = 0.751
2S+1 = 2
Net charge = -1

```
114
Properties=species:S:1:pos:R:3:forces:R:3
Be -29.125590 10.086650 26.706130 0.66 0.44 -0.78
C -27.058830 11.928030 29.493250 0.87 0.26 -2.51
F -26.663640 12.713670 30.456440 0.53 1.24 1.05
F -26.277460 10.839490 29.562050 -1.27 -0.01 -0.09
F -28.362570 11.794590 29.627500 -0.16 -1.32 0.31
S -26.813810 12.792210 27.777280 -0.49 -0.13 0.78
O -27.895260 13.732180 27.667590 -0.21 -0.21 0.22
O -25.488500 13.393590 27.871740 -0.89 -1.46 -0.23
N -27.168720 11.441240 26.705200 0.56 2.00 2.73
S -26.450750 11.841020 25.368870 0.82 0.33 -4.15
O -27.135370 11.192290 24.250000 1.19 -0.48 1.48
O -26.247650 13.262420 25.077560 0.21 -1.29 1.35
C -24.577270 11.123870 25.621350 -1.07 0.24 -0.15
F -23.797800 12.063300 26.186740 -0.75 -0.80 -0.04
F -24.567360 9.997350 26.406320 0.17 1.78 -1.26
F -24.089720 10.906040 24.394190 -0.23 -0.50 0.77
C -30.235720 6.724500 23.887170 0.91 0.71 -0.54
F -30.308410 6.125930 22.716460 0.59 -0.76 -0.54
F -31.465880 7.246000 24.034520 0.75 -0.04 1.27
F -29.876470 5.829900 24.837260 -1.07 1.19 -0.85
S -28.837540 8.146740 23.711430 -1.88 1.14 1.48
O -27.889850 7.686330 22.731740 -0.54 0.11 0.71
O -29.506040 9.415800 23.494790 0.05 -1.23 -0.06
N -28.360550 8.203890 25.362810 -1.23 0.73 -2.38
S -27.011720 7.418100 25.369040 2.62 -1.24 1.66
O -27.105310 6.070210 24.886300 -0.03 -0.34 -0.13
O -25.879590 8.193050 24.892660 -0.58 -0.40 0.72
C -26.828960 7.124590 27.266200 -0.62 1.41 -1.69
F -26.735540 8.355750 27.839400 -0.80 -0.94 0.34
F -27.852210 6.362410 27.750030 1.36 1.24 -0.18
F -25.671980 6.544680 27.455720 0.36 -0.85 0.40
Br -29.416210 13.383490 33.672800 -0.79 0.16 -0.91
C -30.371960 14.246740 32.156820 0.49 1.47 -0.59
C -29.369460 15.234500 31.576270 0.92 -0.70 -0.24
Br -30.026450 16.182030 29.970490 -0.20 -0.19 0.80
H -31.219690 14.841150 32.497580 -0.10 -0.60 0.43
H -30.657620 13.619740 31.312210 -0.07 -0.72 0.71
H -28.525650 14.683040 31.161580 -0.07 0.04 0.11
H -28.949250 15.894750 32.334950 -0.42 0.39 -0.34
Br -23.051500 9.022780 29.108780 0.58 -0.24 -0.25
C -21.712690 9.215390 27.694860 0.13 -0.29 -2.19
C -21.944520 8.189120 26.490980 -0.24 1.48 0.37
Br -21.164650 8.875100 24.758340 0.10 -0.41 1.17
H -20.673760 9.210220 28.024550 -0.28 -0.52 0.59
H -21.826750 10.228230 27.308530 -0.40 -0.10 0.00
H -22.983880 8.196570 26.162670 0.03 -0.28 0.59
H -21.577270 7.181380 26.685100 0.05 0.27 -0.10
Br -20.812900 12.378590 25.565010 0.12 0.45 0.32
C -21.173160 14.291400 25.846860 -0.71 -0.23 -1.03
C -20.743790 15.047940 24.609760 0.02 -0.59 0.10
Br -21.936230 14.708170 23.006920 1.03 0.30 1.25
H -20.582760 14.664030 26.683920 -0.29 -0.29 0.15
H -22.255630 14.385620 25.933340 0.13 -0.09 0.66
H -19.736940 14.658070 24.460220 -0.03 0.50 -0.99
H -20.739620 16.112610 24.843330 -0.11 -0.02 -0.46
Br -26.038470 16.121080 31.573780 0.37 0.20 -0.90
C -25.540590 17.018230 29.840650 -0.83 0.88 0.62
C -26.775020 17.211660 28.925920 0.95 -0.16 -0.49
Br -26.149730 18.423700 27.477430 -0.19 -0.24 0.37
H -24.622500 16.564360 29.467540 -0.65 -0.51 -0.36
H -25.227130 18.008150 30.172190 -0.16 -0.06 0.10
H -27.629320 17.704540 29.389980 0.48 0.02 0.22
H -27.147290 16.344560 28.380320 0.33 -0.19 0.32
C -24.738330 6.138740 21.256230 -0.55 0.64 -0.42
C -24.330370 7.629850 21.040060 -1.03 -1.52 1.25
C -23.671240 8.281380 22.305890 -0.74 -2.21 -1.30
O -22.372330 8.671210 21.776160 -1.45 0.89 2.66
C -22.239380 8.295340 20.542640 -0.40 -0.43 -2.85
O -21.275020 8.493350 19.873280 0.26 -0.18 0.04
O -23.375180 7.678920 20.034130 1.80 0.89 0.19
H -25.434770 6.057450 22.090770 0.33 -0.08 0.35
H -23.883100 5.465070 21.309700 0.26 0.35 0.62
H -25.292500 5.709030 20.421750 -0.13 0.51 -0.38
H -25.189560 8.243720 20.769770 -0.16 -0.21 -0.29
H -23.573450 7.506180 23.065900 0.55 0.19 0.09
H -24.430660 8.960790 22.692920 1.17 1.05 0.13
C -24.936760 12.517530 21.796890 0.53 -0.74 -0.06
C -25.471650 11.257720 21.014300 -0.27 3.00 1.45
C -26.920700 11.422060 20.629210 -0.55 0.69 1.94
O -26.974070 10.908330 19.349030 -2.90 -0.97 -0.64
C -25.800250 10.839540 18.812610 1.24 -2.65 -3.40
O -25.638390 10.358250 17.670660 0.35 2.17 3.54
O -24.897580 11.204150 19.739410 2.19 -0.39 -1.59
H -23.875150 12.386020 22.006150 0.13 -0.11 -0.13
H -25.373960 12.695270 22.779420 -0.43 -0.50 -0.14
H -25.027570 13.473240 21.280670 -0.24 -0.27 -0.55
H -25.273200 10.364680 21.606920 -0.04 -0.07 -0.31
H -27.278150 12.447360 20.533830 0.35 0.30 0.46
H -27.526630 10.924950 21.386730 -0.44 -0.35 -0.54
C -23.468770 12.506620 31.543630 -0.43 0.88 -0.18
C -22.771400 12.666400 30.221240 0.62 -1.11 -0.27
C -22.772200 14.083360 29.691970 -0.84 0.03 0.06
O -21.457980 14.317520 29.254160 1.00 0.06 -0.02
C -20.662230 13.333010 29.706720 3.83 -1.40 -1.41
O -19.442240 13.234920 29.501210 -3.40 0.98 0.73
O -21.356380 12.340650 30.268170 -0.37 0.52 0.60
H -22.980490 13.113280 32.306270 0.30 -0.29 0.14
H -23.695430 11.498840 31.891640 0.34 0.01 -0.22
H -24.399570 13.048050 31.374610 -0.44 -0.21 0.18
H -23.154830 12.002750 29.446220 -0.36 -0.12 0.20
H -22.998610 14.810150 30.472120 -0.29 0.11 -0.04
H -23.459300 14.107130 28.846140 -0.01 0.55 0.10
O -30.707850 11.392370 28.144480 0.00 -0.21 -0.36
H -30.839630 11.096740 29.045300 0.06 -0.33 0.31
H -30.948350 12.318770 28.158330 0.03 0.46 -0.14
O -26.747850 10.332730 32.611800 0.11 0.44 0.49
H -26.522030 11.151120 32.169690 0.03 0.35 -0.15
H -25.948300 10.081110 33.074020 0.20 -0.17 0.17
O -29.843500 11.989470 25.219570 -0.18 -0.38 0.47
H -29.687250 12.110430 24.282990 0.33 -0.38 -0.39
H -30.184950 12.832860 25.516800 0.01 0.22 0.30
O -27.900910 8.567290 31.092250 -0.66 -0.63 -0.62
H -27.533800 9.251990 31.651410 0.20 0.25 0.30
H -27.277690 7.843780 31.158210 0.07 -0.19 -0.12
```
Forces are in eV/Å.

***

(2)
Entry from the OMol25 dataset: a 3-piece molecular cluster, C3H13N3O2 overall at a distorted geometry (ωB97M-V/def2-TZVPD).

Gap between HOMO and LUMO = 3.88 eV
Highest occupied orbital energy = -8.73 eV
Energy relative to the best compared isomer or geometry (same formula, charge and spin) = 857.0 kJ/mol
2S+1 = 1

```
21
Properties=species:S:1:pos:R:3:forces:R:3
C -1.975698 -1.261209 -0.086422 -0.39 0.79 0.97
C -0.503364 -0.853194 0.074890 -1.29 -0.71 0.22
N -0.221964 0.386703 -0.595473 1.53 -1.79 2.30
C 1.048157 1.070668 -0.450278 0.40 1.24 -0.41
N 2.145203 0.304566 -0.981962 -0.18 0.72 0.15
N 1.308231 1.346118 0.974196 0.89 -1.90 -1.81
H -2.292796 -1.280807 -1.143941 -0.12 0.18 0.65
H -2.573748 -0.576385 0.578976 0.26 -0.26 -1.39
H -2.176756 -2.217338 0.395250 0.47 -0.35 -0.35
H -0.355951 -0.753697 1.179485 0.48 -0.01 -0.61
H 0.158814 -1.661228 -0.218587 0.62 0.10 -0.04
H -1.063239 0.908039 -0.677157 -1.90 1.79 -0.90
H 2.527236 -0.435170 -0.340554 -0.47 0.20 -0.02
H 2.161590 0.157710 -1.977924 -0.22 -0.09 0.00
H 0.402447 1.532688 1.321547 -0.95 0.65 1.29
H 2.749516 -1.976850 1.399637 -2.25 2.88 -0.83
H 1.709057 0.417258 1.322575 -0.38 0.85 0.41
O 2.100070 -1.188716 1.099798 2.13 -3.08 0.62
H 0.890880 2.052771 -0.944504 0.34 -0.70 -0.14
H -3.334182 2.348578 -0.444278 -1.50 2.08 0.32
O -2.703494 1.679498 -0.485275 2.56 -2.58 -0.45
```
Forces are in eV/Å.

***

(3)
Entry from the OMol25 dataset: an isolated ion of composition C9H12N3O and charge +1 at a distorted geometry (ωB97M-V/def2-TZVPD).

Gap between HOMO and LUMO = 9.96 eV
Structure (SMILES) = [NH2+]=C1Nc2ccccc2CNCO1
Highest occupied orbital energy = -12.66 eV
Energy relative to the best compared isomer or geometry (same formula, charge and spin) = 118.1 kJ/mol
2S+1 = 1
Net charge = +1

```
25
Properties=species:S:1:pos:R:3:forces:R:3
C 3.212291 -0.225247 -0.344736 -2.32 0.83 0.60
C 2.674830 -0.192763 -1.636770 3.17 -0.99 -0.50
C 2.338104 -0.110126 0.761495 0.09 0.06 -1.64
C 1.345099 -0.166142 -1.817401 -1.08 0.23 -0.92
C 0.939518 -0.168532 0.609244 0.64 -0.10 -0.31
C 0.510593 -0.152052 -0.712418 -1.03 -0.52 0.69
C -1.998165 0.111709 -0.834998 0.23 -2.31 -0.24
C 0.139515 -0.247623 1.940965 1.21 -1.06 -0.67
C -1.494135 1.311596 1.288273 0.09 -0.12 0.32
N -0.844072 -0.488427 -1.045318 1.03 -0.18 -1.11
N -3.076307 -0.463211 -1.324029 -0.62 1.40 0.76
N -1.215118 0.150558 1.975442 -2.21 0.87 -0.74
O -2.249351 1.064272 -0.073166 -0.43 2.40 1.97
H 4.250558 -0.222604 -0.195600 1.21 -0.07 0.20
H 3.372736 -0.340866 -2.513176 -0.93 0.47 1.08
H 2.728142 0.094292 1.727782 0.45 -0.30 0.79
H 0.948842 -0.211703 -2.852710 0.04 0.10 0.87
H 0.103567 -1.285305 2.308187 0.92 0.43 0.12
H 0.766021 0.452617 2.500890 -0.24 -0.56 0.97
H -0.554294 1.657309 0.868421 -0.17 0.92 0.61
H -0.770885 -1.084909 -1.873051 -0.84 0.03 0.57
H -2.141473 2.033408 1.841957 0.37 -0.51 -1.12
H -3.094139 -1.139579 -2.004457 0.00 -1.70 -1.72
H -3.907979 -0.007055 -1.035902 -0.91 0.09 -0.14
H -1.983898 -0.369618 2.441075 1.35 0.57 -0.42
```
Forces are in eV/Å.